[1]
Entry from the OMol25 dataset: a single C3H7ClNP molecule at a distorted geometry (wB97M-V/def2-TZVPD).

The calculation puts the total energy at -974.73088 Eh. Its energy above the lowest of the compared OMol25 structures with the same formula, charge and spin is 133.0 kJ/mol. Its largest force on an atom is 3.6 eV/Å. Its HOMO-LUMO gap is 9.17 eV. The value obtained for the HOMO energy is -8.57 eV. As for the spin multiplicity: 1.

Last column: natural (NBO) charge in e.
Positions of all 13 atoms, in Å:
C 0.232604 1.058092 0.588356  -0.306
C -0.445263 -1.174512 -1.005629  -0.721
C 1.087803 0.389598 -0.441690  -0.188
N -0.570750 0.122479 1.364227  -0.899
P -1.546733 -0.898149 0.398685  0.756
Cl 2.422299 -0.514156 0.180136  -0.025
H 0.838438 1.632656 1.294954  0.223
H -0.468907 1.725256 0.077917  0.212
H -0.789747 -0.947438 -2.004047  0.218
H 0.161525 -2.070163 -0.944814  0.212
H 1.338648 0.912695 -1.351728  0.214
H -0.006536 -0.414224 2.015027  0.384
H -2.253377 0.177872 -0.171390  -0.081

Forces on atoms 1 to 3 (eV/Å):
0.030 0.034 0.082
2.165 2.117 0.785
-2.638 -2.223 -0.933

=====

[2]
Entry from the OMol25 dataset: a molecular structure, C17H17Cl2NOPt at a distorted geometry (wB97M-V/def2-TZVPD).

The calculation puts the total energy at -1827.46761 Eh. Its energy above the lowest of the compared OMol25 structures with the same formula, charge and spin is 71.2 kJ/mol. Its largest force on an atom is 6.5 eV/Å. Its HOMO-LUMO gap (spin up / spin down) is 5.69 / 5.97 eV. The value obtained for the HOMO energy (spin up / spin down) is -6.28 / -7.75 eV. As for the spin multiplicity: 3.

Last column: Mulliken spin population.
Positions of all 39 atoms, in Å:
C 2.713079 0.964726 -1.464775  0.177
C 1.310324 -1.925942 -2.244299  0.033
C 3.168551 -0.276719 -0.930134  0.793
H 2.053259 1.581265 -0.830310  0.023
C 1.670491 -2.416284 -0.818241  0.039
H 0.824912 -2.723053 -2.842053  -0.001
H 3.813877 -0.820750 -1.635234  -0.033
H 1.289253 -3.426727 -0.728633  0.043
C 3.289539 -0.786757 0.492889  -0.065
H 2.562395 -0.317813 1.152338  0.004
H 4.274770 -0.853898 0.941660  0.022
C 2.085831 0.604059 -2.847294  0.037
H 2.641341 1.097574 -3.679438  -0.017
H 1.027233 0.853947 -2.970282  -0.005
C 2.094737 -0.980227 -3.146864  0.012
H 3.146216 -1.282731 -3.329543  0.001
H 1.552738 -1.157869 -4.094889  0.001
C 2.886712 -2.255720 0.101571  0.069
H 3.799643 -2.689504 -0.342774  0.004
H 2.578215 -2.774718 1.018006  -0.022
Pt 0.140057 -1.383788 -0.831146  0.731
H 3.719648 1.114207 -1.301284  0.009
Cl -2.552728 2.499264 -2.703875  0.004
C -2.449691 2.042885 -1.065949  0.044
C -3.059608 2.791693 -0.069601  -0.018
C -2.885695 2.482856 1.271657  0.029
Cl -3.652303 3.416431 2.438117  0.004
C -2.010702 1.447133 1.660664  -0.013
C -1.687684 1.079317 2.962994  0.018
C -0.809777 0.042549 3.182070  -0.007
C -0.225772 -0.656002 2.114503  0.016
N -0.532681 -0.315672 0.856456  0.023
C -1.400151 0.700818 0.633541  -0.056
C -1.617823 0.942446 -0.725842  0.018
O -0.990398 0.217121 -1.603957  0.084
H -3.660045 3.649496 -0.343818  -0.001
H -2.170038 1.545286 3.802383  0.002
H -0.561766 -0.314043 4.173594  0.000
H 0.470312 -1.486156 2.224872  -0.005

Forces on atoms 1 to 3 (eV/Å):
-3.823 -0.230 -0.687
2.260 -2.744 -0.390
1.350 -2.585 2.573

=====

[3]
Entry from the OMol25 dataset: 2 unconnected molecules or ions with the total composition C18H21Br2NO3 at a distorted geometry (wB97M-V/def2-TZVPD).

The calculation puts the total energy at -6126.90031 Eh. The structure (SMILES) is COc1ccc(C=C2C=C(Br)C(=O)C(Br)=C2)cc1.CC[C@@H](N)CO. Its largest force on an atom is 4.0 eV/Å. Its HOMO-LUMO gap is 6.43 eV. The value obtained for the HOMO energy is -6.90 eV. As for the spin multiplicity: 1.

Last column: natural (NBO) charge in e.
Positions of all 45 atoms, in Å:
C -6.420638 0.616142 3.444892  -0.258
O -6.032116 -0.541024 2.681926  -0.490
C -4.729878 -0.919114 2.631723  0.345
C -3.678764 -0.280751 3.333848  -0.319
C -2.357857 -0.622896 3.051495  -0.156
C -2.028449 -1.554513 2.013748  -0.073
C -0.676009 -1.840735 1.516090  0.025
C 0.441769 -1.000679 1.953143  -0.229
C 1.708644 -1.595584 2.209994  -0.201
C 2.805818 -0.833019 2.504331  -0.186
Br 4.526882 -1.584359 2.678935  0.063
C 2.722610 0.653024 2.636376  0.401
O 3.714809 1.367698 2.829001  -0.605
C 1.351361 1.208700 2.483323  -0.199
Br 1.165313 3.064914 2.635761  0.071
C 0.285703 0.402315 2.161064  -0.212
C -3.100012 -2.334477 1.522486  -0.177
C -4.410668 -2.002531 1.767895  -0.275
H -7.476695 0.754612 3.188626  0.208
H -6.318017 0.427344 4.523788  0.185
H -5.845713 1.511863 3.164947  0.187
H -3.908774 0.494272 4.070788  0.230
H -1.597111 -0.149148 3.665905  0.237
H -0.464984 -2.906194 1.444533  0.231
H 1.825642 -2.681555 2.191538  0.223
H -0.686088 0.872401 2.088134  0.224
H -2.878578 -3.216822 0.926291  0.210
H -5.236476 -2.521098 1.286609  0.230
C 1.315875 -0.531479 -2.556657  -0.617
C 1.027685 -2.029612 -2.514677  -0.400
C 0.746004 -2.646294 -1.150345  -0.080
C 0.573434 -4.144156 -1.342467  -0.066
O 0.001948 -4.713243 -0.173356  -0.733
N -0.431986 -2.069966 -0.448440  -0.696
H 1.724480 -0.287475 -3.544435  0.225
H 0.407406 0.069409 -2.412440  0.203
H 2.067256 -0.261295 -1.803911  0.224
H 0.206716 -2.299679 -3.204967  0.199
H 1.916719 -2.570185 -2.875611  0.214
H 1.610126 -2.484255 -0.488575  0.218
H -0.069516 -4.348410 -2.219980  0.161
H 1.576065 -4.559394 -1.525554  0.184
H 0.054057 -5.681584 -0.256212  0.483
H -0.531733 -1.074148 -0.572875  0.402
H -1.299352 -2.541080 -0.742238  0.390

Forces on atoms 1 to 3 (eV/Å):
0.067 -0.375 -0.136
0.214 0.041 0.213
0.815 0.176 -0.354

=====

[4]
Entry from the OMol25 dataset: 2 unconnected molecules or ions with the total composition C5H10O2 (wB97M-V/def2-TZVPD).

The calculation puts the total energy at -346.92610 Eh. The structure (SMILES) is C1COC1.CC=O. Its energy above the lowest of the compared OMol25 structures with the same formula, charge and spin is 260.8 kJ/mol. Its largest force on an atom is 0.5 eV/Å. Its HOMO-LUMO gap is 10.76 eV. The value obtained for the HOMO energy is -9.68 eV. As for the spin multiplicity: 1.

Last column: natural (NBO) charge in e.
Positions of all 17 atoms, in Å:
C -2.314200 -0.273663 0.917622  -0.722
C -2.089963 0.702205 -0.200337  0.445
O -1.556220 1.780334 -0.083029  -0.534
C 0.834642 -0.523562 -0.988403  -0.053
C 2.033126 0.389902 -0.705026  -0.458
C 1.867767 -0.098274 0.740039  -0.051
O 0.696270 -0.861567 0.399921  -0.548
H -3.390333 -0.353029 1.113913  0.230
H -1.949930 -1.263544 0.625622  0.242
H -1.790262 0.057635 1.814736  0.236
H -2.454397 0.369066 -1.198655  0.099
H -0.051305 -0.014373 -1.378281  0.171
H 1.041192 -1.409970 -1.600493  0.169
H 2.966309 0.116684 -1.201134  0.208
H 1.831743 1.452941 -0.852177  0.217
H 1.651117 0.673202 1.486512  0.178
H 2.674442 -0.743983 1.109170  0.169

Forces on atoms 1 to 3 (eV/Å):
0.047 0.083 0.058
0.079 0.198 0.076
-0.208 -0.414 -0.022

=====

[5]
Entry from the OMol25 dataset: a single C6H13NO molecule (wB97M-V/def2-TZVPD).

The calculation puts the total energy at -366.41416 Eh. The structure (SMILES) is CNC(=O)CC(C)C. Its energy above the lowest of the compared OMol25 structures with the same formula, charge and spin is 51.8 kJ/mol. Its largest force on an atom is 0.9 eV/Å. Its HOMO-LUMO gap is 10.32 eV. The value obtained for the HOMO energy is -9.47 eV. As for the spin multiplicity: 1.

Last column: natural (NBO) charge in e.
Positions of all 21 atoms, in Å:
C 0.746318 -0.061973 -0.412099  -0.504
C 0.515556 1.470639 -0.536787  -0.207
C -0.875098 1.898900 -0.075447  -0.610
C 1.579580 2.156047 0.344439  -0.597
C -0.520507 -0.898155 -0.446328  0.683
N -0.701602 -1.892233 0.456151  -0.620
C 0.264429 -2.218020 1.494011  -0.417
O -1.343679 -0.695264 -1.326809  -0.635
H 1.357420 -0.256742 0.462984  0.206
H 1.268023 -0.461028 -1.285191  0.241
H 0.738106 1.723137 -1.569850  0.206
H -1.173330 1.258795 0.751282  0.198
H -0.897580 2.922928 0.313551  0.202
H -1.648385 1.915194 -0.839127  0.235
H 1.450881 3.240193 0.374794  0.208
H 1.434588 1.823948 1.358259  0.195
H 2.583517 1.961962 -0.037112  0.207
H -1.433922 -2.543152 0.225726  0.406
H -0.121036 -3.006888 2.144613  0.214
H 1.225484 -2.528146 1.116108  0.193
H 0.391581 -1.370269 2.164246  0.199

Forces on atoms 1 to 3 (eV/Å):
-0.409 -0.161 0.001
0.555 -0.120 0.264
-0.150 0.627 0.050

=====

[6]
Entry from the OMol25 dataset: a single C13H15Br2NO4S molecule at a distorted geometry (wB97M-V/def2-TZVPD).

The calculation puts the total energy at -6406.25899 Eh. The structure (SMILES) is C[C@@H](Oc1ccc(Br)cc1Br)C(=O)NC/C=C/S(C)(=O)=O. Its energy above the lowest of the compared OMol25 structures with the same formula, charge and spin is 24.8 kJ/mol. Its largest force on an atom is 2.9 eV/Å. Its HOMO-LUMO gap is 8.85 eV. The value obtained for the HOMO energy is -8.65 eV. As for the spin multiplicity: 1.

Last column: natural (NBO) charge in e.
Positions of all 36 atoms, in Å:
O -0.231028 -2.789081 1.575780  -0.610
O -0.041288 0.843751 -3.335726  -0.941
O -2.184568 -0.299956 -2.980774  -0.926
Br -0.884213 4.896333 -1.544218  0.075
Br 1.683875 3.192057 3.162491  0.055
O 0.064609 0.654628 2.712193  -0.523
C 0.226747 -1.661393 1.687293  0.662
C 1.189694 -1.065817 -1.273734  -0.116
C 0.045911 -1.480886 -1.921665  -0.482
C -1.146461 2.220383 -0.444048  -0.213
C 0.240124 3.771139 0.778940  -0.248
C -0.982450 1.271752 0.572117  -0.307
C -0.579203 3.486145 -0.319903  -0.092
C 0.458136 2.791742 1.731963  -0.140
C -0.166188 1.531639 1.684048  0.337
N 1.438186 -1.331137 1.119036  -0.612
C 1.813114 -1.871283 -0.165755  -0.271
C -0.326902 -1.267659 4.098465  -0.610
C -0.441751 -1.417268 -4.752826  -0.864
C -0.485223 -0.705202 2.701041  0.020
S -0.752687 -0.455708 -3.235437  2.082
H 1.681826 -0.130342 -1.527263  0.235
H -0.492133 -2.420331 -1.717462  0.243
H -1.799983 1.941478 -1.277012  0.256
H 0.695204 4.783773 0.872457  0.250
H -1.604477 0.346832 0.520991  0.236
H 1.742687 -0.342741 1.263869  0.402
H 1.442458 -2.879313 -0.237877  0.235
H 2.917234 -1.869708 -0.323114  0.217
H -0.740389 -2.249933 4.154860  0.237
H -0.819916 -0.636659 4.789083  0.224
H 0.737127 -1.371163 4.402508  0.219
H -0.609182 -0.756883 -5.634370  0.265
H -1.137557 -2.257641 -4.764300  0.245
H 0.582151 -1.795672 -4.847566  0.251
H -1.533486 -0.675873 2.475917  0.208

Forces on atoms 1 to 3 (eV/Å):
-0.201 0.754 -0.404
-0.450 -2.468 0.060
1.281 -1.172 -0.271